Density functional theory data (wB97M-V/def2-TZVPD) for C22H37ClNO2P3Zr as an isolated structure.

* spin multiplicity: 1
* LUMO level (alpha / beta): -15.449 / -15.450 eV
* total charge: +4

Element x y z (Å)
P (-0.594, -0.742, -3.002)
C (-1.830, -2.071, -3.032)
H (-1.982, -2.402, -4.073)
H (-2.771, -1.703, -2.603)
H (-1.478, -2.908, -2.413)
C (-1.413, 0.581, -3.955)
H (-0.699, 1.393, -4.135)
H (-2.244, 0.983, -3.360)
H (-1.784, 0.203, -4.918)
C (0.672, -1.364, -4.157)
H (0.237, -1.470, -5.164)
H (1.039, -2.332, -3.786)
H (1.513, -0.658, -4.182)
P (3.015, -1.362, 1.036)
C (2.614, -3.030, 1.637)
H (3.511, -3.446, 2.125)
H (2.307, -3.673, 0.803)
H (1.789, -2.976, 2.359)
C (4.476, -1.725, -0.006)
H (4.968, -0.790, -0.294)
H (4.152, -2.244, -0.917)
H (5.185, -2.351, 0.554)
C (3.788, -0.664, 2.541)
H (4.715, -1.214, 2.761)
H (3.084, -0.750, 3.380)
H (4.019, 0.397, 2.391)
P (-1.214, 1.916, 2.161)
C (-2.323, 1.024, 3.279)
H (-2.894, 1.754, 3.877)
H (-1.733, 0.366, 3.932)
H (-3.006, 0.402, 2.686)
C (-0.335, 3.048, 3.287)
H (-1.054, 3.560, 3.944)
H (0.221, 3.785, 2.696)
H (0.383, 2.460, 3.877)
C (-2.374, 3.010, 1.271)
H (-2.760, 3.799, 1.934)
H (-3.199, 2.413, 0.863)
H (-1.853, 3.478, 0.428)
Zr (0.990, 0.686, -0.238)
C (0.588, -1.667, -0.770)
O (0.397, -2.825, -0.733)
C (0.285, -0.222, 1.909)
O (0.091, -0.979, 2.790)
C (2.109, 2.526, 0.460)
C (0.940, 2.944, -0.221)
C (0.676, 2.478, -1.533)
C (1.621, 1.651, -2.187)
C (2.771, 1.195, -1.498)
C (3.006, 1.619, -0.161)
H (2.311, 2.900, 1.465)
H (0.288, 3.694, 0.220)
H (-0.201, 2.839, -2.071)
H (1.483, 1.408, -3.239)
H (3.475, 0.532, -2.002)
H (3.909, 1.313, 0.362)
Cl (-3.915, -3.899, 1.722)
C (-3.626, -2.412, 0.922)
C (-4.670, -1.646, 0.393)
C (-4.354, -0.450, -0.253)
C (-3.003, -0.082, -0.341)
N (-2.026, -0.807, 0.184)
C (-2.296, -1.961, 0.808)
H (-5.689, -2.020, 0.505)
H (-5.111, 0.197, -0.689)
H (-2.703, 0.837, -0.859)
H (-1.492, -2.545, 1.230)

---

Density functional theory data (wB97M-V/def2-TZVPD) for an isolated ion of composition C5H9N2 and charge +1.

* spin multiplicity: 1
* LUMO level: -3.289 eV
* total charge: +1

Element x y z (Å)
C (-0.990, -0.771, -0.094)
C (1.686, -0.766, 0.972)
C (1.856, -0.472, -0.579)
C (0.498, -0.404, 0.135)
C (-1.007, 1.942, -0.178)
N (-0.716, 0.498, 0.061)
N (-1.914, -1.720, -0.247)
H (1.872, -1.742, 1.067)
H (2.140, -0.115, 1.684)
H (2.263, 0.494, -0.761)
H (2.068, -1.073, -1.365)
H (-0.266, 2.640, 0.382)
H (-0.808, 2.313, -1.176)
H (-2.028, 1.975, 0.149)
H (-1.627, -2.655, -0.117)
H (-2.936, -1.515, -0.252)

---

Relative energy (zero: lowest compared OMol25 entry of this formula, charge and spin) values, unit kcal/mol, following the record order: 0.0 117.3.
Electronic energy values, unit Eh, following the record order: -2595.40920 -305.04315.